Entry 1:
# C5H7NO

The molecule C5H7NO (ωB97M-V/def2-TZVPD, the Open Molecules 2025 dataset).

Last column: Löwdin charge in e.
Positions of all 14 atoms, in Å:
C: -0.8236 1.0565 -1.3325  -0.08
C: -0.3405 0.5282 0.0087  -0.33
C: -0.0005 -1.0142 -0.0007  -0.28
C: 0.5418 -1.6903 1.2005  0.07
O: 2.1895 -0.6201 1.5967  -0.04
C: 0.9597 1.1068 0.5465  0.05
N: 1.7243 0.4343 1.1268  -0.06
H: -1.0219 2.1304 -1.2906  0.08
H: -1.7561 0.5491 -1.6045  0.08
H: -0.0934 0.8680 -2.1260  0.09
H: -1.0941 0.7293 0.7799  0.14
H: -0.9452 -1.5870 -0.1050  0.14
H: 0.5945 -1.2276 -0.8989  0.11
H: 0.0655 -1.2635 2.0991  0.03

E_HOMO (spin up / spin down): -8.27 / -8.27 eV
LUMO (spin up / spin down): -0.7 / -0.7 eV

---

Entry 2:
# C5H7NO

The molecule C5H7NO in a non-equilibrium geometry (ωB97M-V/def2-TZVPD, the Open Molecules 2025 dataset).

Last column: Löwdin charge in e.
Positions of all 14 atoms, in Å:
H: -0.5260 -0.2767 1.9133  0.05
N: -0.0607 0.5992 1.6551  0.13
C: 0.3143 0.6142 0.4177  -0.43
C: 1.0342 1.8322 -0.1009  -0.06
C: 0.2534 -0.6109 -0.5157  -0.14
C: -1.2150 -0.9917 -0.4540  -0.10
C: -1.3756 -2.2032 -0.0014  -0.20
O: -1.6073 -3.2445 0.4940  0.16
H: 1.2834 2.5112 0.7189  0.08
H: 1.9680 1.5351 -0.5855  0.08
H: 0.4034 2.3542 -0.8245  0.08
H: 0.9892 -1.3328 -0.1525  0.13
H: 0.5105 -0.3129 -1.5369  0.11
H: -1.9718 -0.4735 -1.0276  0.12

E_HOMO: -9.11 eV
LUMO: 0.6 eV

---

Entry 3:
# C5H7NO

A structure of composition C5H7NO (ωB97M-V/def2-TZVPD, the Open Molecules 2025 dataset).

Last column: Löwdin charge in e.
Positions of all 14 atoms, in Å:
O: 1.8730 -2.1316 -0.1472  0.01
C: 1.2765 -1.1923 0.4851  -0.16
C: 1.0607 -0.1406 -0.4327  -0.26
C: -0.2331 0.2196 -1.0709  -0.20
C: -1.4203 0.2375 -0.1148  -0.11
C: -0.5444 1.1522 0.7690  -0.16
N: 0.5432 1.2003 -0.2663  0.01
H: 1.1002 -1.3080 1.5567  0.14
H: 1.8658 -1.2832 -1.0341  0.21
H: -0.3058 0.2860 -2.1542  0.13
H: -1.7685 -0.7191 0.2852  0.10
H: -2.2745 0.7747 -0.5359  0.10
H: -0.2127 0.7545 1.7343  0.10
H: -0.9600 2.1500 0.9258  0.11

E_HOMO: -8.39 eV
LUMO: 0.2 eV

---

Entry 4:
# C5H7NO

A structure of composition C5H7NO (ωB97M-V/def2-TZVPD, the Open Molecules 2025 dataset).

Last column: Löwdin charge in e.
Positions of all 14 atoms, in Å:
O: -1.4918 -1.4364 -1.1699  -0.01
C: -0.2651 -1.2943 -0.4998  -0.29
C: 0.5571 -0.0280 -0.7196  -0.17
C: -0.4171 0.8629 0.0881  -0.14
C: 0.7634 1.3255 0.9227  -0.13
N: 1.1426 -0.1204 0.6921  0.03
C: -0.3352 -0.5085 0.8017  -0.16
H: -1.4242 -1.0368 -2.0426  0.10
H: 0.2991 -2.2351 -0.4656  0.15
H: 1.1981 0.2657 -1.5578  0.14
H: -1.3085 1.3912 -0.2650  0.13
H: 1.4706 2.0343 0.4769  0.11
H: 0.5848 1.5692 1.9759  0.11
H: -0.7740 -0.7892 1.7627  0.14

E_HOMO: -9.35 eV
LUMO: 0.9 eV

---

Entry 5:
# C5H7NO

The molecule C5H7NO (ωB97M-V/def2-TZVPD, the Open Molecules 2025 dataset).

Last column: Löwdin charge in e.
Positions of all 14 atoms, in Å:
O: 0.6021 -0.8346 1.2260  -0.01
C: -0.4432 -1.3540 0.6316  -0.06
C: -0.8058 -1.0943 -0.6777  -0.26
C: -0.4404 0.3918 -1.0431  -0.33
C: 0.0986 1.2501 0.1153  -0.12
C: 1.2250 0.4041 0.6668  -0.13
N: 0.3106 -0.6353 -1.5312  0.03
H: -1.0260 -2.0242 1.2682  0.14
H: -1.7111 -1.5506 -1.0846  0.13
H: -1.2745 0.8130 -1.6204  0.13
H: -0.6325 1.4395 0.9127  0.12
H: 0.4205 2.2265 -0.2605  0.12
H: 1.7505 0.7875 1.5354  0.12
H: 1.9261 0.1806 -0.1383  0.12

E_HOMO: -7.44 eV
LUMO: 0.3 eV

---

Entry 6:
# C5H7NO

The molecule C5H7NO in a non-equilibrium geometry (ωB97M-V/def2-TZVPD, the Open Molecules 2025 dataset).

Last column: Löwdin charge in e.
Positions of all 14 atoms, in Å:
C: 0.1373 1.2788 -1.6382  -0.03
C: 0.1112 0.7386 -0.4039  -0.23
C: 0.0499 -0.6615 0.0666  -0.28
N: 0.6573 -1.5623 -0.7471  0.15
C: -0.5316 -0.8897 1.2927  -0.02
C: -1.0204 0.3439 1.8127  -0.23
O: -0.9437 1.3648 1.1175  -0.01
H: -0.1732 0.7612 -2.5205  0.03
H: 0.4411 2.3303 -1.7119  0.06
H: 1.0202 1.2027 -0.1052  0.12
H: 1.0640 -2.3769 -0.3151  0.11
H: 1.2056 -1.1599 -1.4978  0.11
H: -0.5900 -1.8306 1.8268  0.10
H: -1.4276 0.4606 2.8234  0.12

E_HOMO: -7.59 eV
LUMO: 0.6 eV

---

Entry 7:
# C5H7NO

The molecule C5H7NO in a non-equilibrium geometry (ωB97M-V/def2-TZVPD, the Open Molecules 2025 dataset).

Last column: Löwdin charge in e.
Positions of all 14 atoms, in Å:
C: 1.6158 -0.6518 0.5467  -0.21
N: 0.9008 -1.3583 -0.2124  0.11
C: -0.4131 -0.9288 -0.5920  -0.31
C: -1.4027 -0.3811 0.4160  -0.06
C: -0.7238 0.5089 -0.5862  -0.18
C: 0.6657 1.3460 0.0540  -0.09
O: 1.2730 0.5846 1.0644  -0.08
H: 2.6069 -0.9872 0.8586  0.13
H: -0.8259 -1.5092 -1.4014  0.13
H: -1.0797 -0.2855 1.4485  0.11
H: -2.4489 -0.6760 0.3026  0.11
H: -1.3404 0.9561 -1.3885  0.14
H: -0.2718 1.8284 0.2087  0.09
H: 1.3553 1.4776 -0.7756  0.12

E_HOMO: -9.21 eV
LUMO: 1.1 eV

---

Entry 8:
# C5H7NO

The molecule C5H7NO in a non-equilibrium geometry (ωB97M-V/def2-TZVPD, the Open Molecules 2025 dataset).

Last column: Löwdin charge in e.
Positions of all 14 atoms, in Å:
C: -1.7253 -0.3758 0.2993  -0.09
C: -0.3085 -0.9187 0.1308  -0.17
C: 0.6887 0.1278 -0.3296  -0.46
C: 0.2187 1.0412 -1.3734  -0.13
N: -0.1930 1.7742 -2.1682  0.18
C: 1.7719 0.6179 0.5361  -0.06
O: 2.0190 -0.3181 -0.5002  0.01
H: -1.7558 0.4517 1.0150  0.08
H: -2.3911 -1.1634 0.6615  0.08
H: -2.1157 -0.0069 -0.6557  0.07
H: 0.0661 -1.3457 1.0686  0.12
H: -0.2972 -1.7264 -0.6067  0.13
H: 2.1841 1.6102 0.3703  0.12
H: 1.8381 0.2320 1.5523  0.12

E_HOMO: -11.14 eV
LUMO: 0.8 eV

---

Entry 9:
# C5H7NO

The molecule C5H7NO in a non-equilibrium geometry (ωB97M-V/def2-TZVPD, the Open Molecules 2025 dataset).

Last column: Löwdin charge in e.
Positions of all 14 atoms, in Å:
C: 0.4581 1.3217 -1.3321  -0.03
N: -0.0385 0.4417 -0.2834  -0.11
C: -1.3247 -0.0397 -0.1872  -0.14
C: -1.4992 -0.8199 0.8883  -0.10
C: -0.1986 -0.9586 1.4199  -0.06
C: 0.6566 -0.2862 0.5661  -0.26
O: 2.1177 -0.6386 0.4120  0.04
H: 0.8570 2.3472 -0.8563  0.12
H: -0.4236 1.5527 -2.1438  0.14
H: 1.3082 0.9874 -1.9452  0.07
H: -2.0170 0.1526 -0.9318  0.09
H: -2.4674 -1.3510 1.0514  0.12
H: 0.1129 -1.5053 2.3280  0.11
H: 2.4586 -1.2042 1.0141  0.01

E_HOMO: -7.78 eV
LUMO: 0.8 eV

---

Entry 10:
# C5H7NO

The molecule C5H7NO in a non-equilibrium geometry (ωB97M-V/def2-TZVPD, the Open Molecules 2025 dataset).

Last column: Löwdin charge in e.
Positions of all 14 atoms, in Å:
C: 2.1883 -1.0078 0.5670  0.13
C: 1.1034 -0.4955 0.6105  -0.11
C: -0.0369 0.5475 0.6208  -0.27
C: -0.0138 1.6044 -0.4620  -0.05
C: -1.0827 -0.5337 0.4201  -0.55
N: -1.0341 -1.2604 -0.7480  0.16
O: -2.0963 -0.5058 1.1129  0.05
H: 3.1302 -1.4702 0.4602  0.02
H: -0.1079 0.9597 1.6294  0.15
H: 0.8077 2.2988 -0.2949  0.08
H: -0.9682 2.1332 -0.4419  0.09
H: 0.1125 1.1618 -1.4481  0.08
H: -0.1493 -1.6230 -1.0633  0.09
H: -1.8529 -1.8090 -0.9627  0.11

E_HOMO: -9.55 eV
LUMO: 0.9 eV

---

Entry 11:
# C5H7NO

A structure of composition C5H7NO (ωB97M-V/def2-TZVPD, the Open Molecules 2025 dataset).

Last column: Löwdin charge in e.
Positions of all 14 atoms, in Å:
C: -1.8636 0.0761 0.0388  0.00
C: -0.3753 -0.0875 0.0457  -0.41
N: 0.2470 -0.9884 1.0341  0.11
C: 0.6113 0.3765 1.0391  -0.11
C: 1.7256 0.6123 -0.8033  0.13
C: 0.4658 0.0076 -1.2095  -0.48
O: 0.1565 -0.3472 -2.3298  0.08
H: -2.1404 1.0648 -0.3396  0.09
H: -2.2685 -0.0535 1.0458  0.09
H: -2.3064 -0.6752 -0.6218  0.09
H: 0.9356 -1.6343 0.6612  0.12
H: 0.4730 1.0049 1.9174  0.15
H: 2.5946 -0.0541 -0.7378  0.07
H: 1.5688 0.8990 0.4765  0.07

E_HOMO: -8.99 eV
LUMO: -0.2 eV

---

Entry 12:
# C5H7NO

A structure of composition C5H7NO (ωB97M-V/def2-TZVPD, the Open Molecules 2025 dataset).

Last column: Löwdin charge in e.
Positions of all 14 atoms, in Å:
O: 0.8795 1.5519 0.4286  -0.04
C: 1.1163 0.6767 -0.5167  -0.30
C: 1.5889 -0.6400 0.0594  -0.03
N: 0.1266 -0.9523 -0.1057  -0.03
C: -0.8166 -0.3933 0.7429  -0.14
C: -1.4737 0.3650 -0.4090  -0.10
C: -0.1605 0.0367 -1.1573  -0.17
H: 2.2211 -1.3056 -0.5161  0.11
H: 1.8753 -0.5660 1.1161  0.12
H: 0.3757 1.0165 1.2337  0.14
H: -1.1524 -0.7872 1.6923  0.09
H: -1.6720 1.4050 -0.1573  0.11
H: -2.3386 -0.0599 -0.9397  0.11
H: -0.1512 -0.2805 -2.2006  0.13

E_HOMO (spin up / spin down): -7.36 / -7.36 eV
LUMO (spin up / spin down): 0.5 / 0.5 eV

---

Entry 13:
# C5H7NO

The molecule C5H7NO in a non-equilibrium geometry (ωB97M-V/def2-TZVPD, the Open Molecules 2025 dataset).

Last column: Löwdin charge in e.
Positions of all 14 atoms, in Å:
C: -2.0429 0.1388 0.1784  -0.11
C: -0.7284 -0.3914 0.7393  -0.29
C: 0.4110 0.3489 0.2135  0.06
C: 1.7502 -0.2569 0.2509  -0.19
O: 2.4138 0.1715 -0.9656  -0.01
C: 1.5526 0.7611 -1.7536  -0.41
N: 0.8908 1.2030 -2.6007  0.16
H: -2.1108 1.2194 0.3323  0.08
H: -2.8865 -0.3636 0.6554  0.07
H: -2.0754 -0.0432 -0.8994  0.08
H: -0.6691 -0.1797 1.8254  0.15
H: -0.6524 -1.4867 0.6422  0.12
H: 2.2861 0.2251 1.0794  0.15
H: 1.8609 -1.3462 0.3027  0.13

E_HOMO (spin up / spin down): -8.87 / -8.88 eV
LUMO (spin up / spin down): -0.9 / -1.0 eV

---

Entry 14:
# C5H7NO

A structure of composition C5H7NO (ωB97M-V/def2-TZVPD, the Open Molecules 2025 dataset).

Last column: Löwdin charge in e.
Positions of all 14 atoms, in Å:
O: -0.8776 1.8913 -0.5393  -0.01
C: -1.0341 0.5020 -0.4400  -0.38
C: -0.1154 -0.3849 -1.3247  0.00
C: 1.0343 -0.6715 -0.4010  -0.27
C: 0.9568 0.1562 0.8824  -0.08
C: -0.5271 -0.1972 0.8181  -0.20
N: -0.1336 -1.4662 0.0483  0.07
H: -0.0138 2.0742 -0.9293  0.10
H: -2.0897 0.2811 -0.6299  0.14
H: -0.6788 -1.5788 -0.9987  0.13
H: 1.9246 -1.1775 -0.7670  0.13
H: 1.2238 1.2156 0.8493  0.11
H: 1.4639 -0.3409 1.7126  0.11
H: -1.1332 -0.3035 1.7193  0.14

E_HOMO: -8.63 eV
LUMO: 0.8 eV

---

Entry 15:
# C5H7NO

The molecule C5H7NO in a non-equilibrium geometry (ωB97M-V/def2-TZVPD, the Open Molecules 2025 dataset).

Last column: Löwdin charge in e.
Positions of all 14 atoms, in Å:
C: -0.8969 -0.5383 0.0647  -0.27
C: 0.3258 -0.2115 0.9706  -0.23
C: 0.4656 -0.5316 -0.8803  -0.29
C: 0.7461 0.9697 -0.7555  -0.05
C: 0.7163 1.1905 0.5334  -0.03
H: -2.9495 -0.4109 -0.3076  0.15
H: -2.2014 1.1960 -0.4880  0.11
H: -1.1116 -1.6052 0.1773  0.14
H: 0.3909 -0.3390 2.0305  0.13
H: 0.7464 -0.9925 -1.7779  0.12
H: 1.0274 1.6651 -1.5278  0.10
H: 1.0155 2.0423 1.2280  0.13
N: -2.0538 0.2564 0.0077  0.01
O: 1.1647 -1.0779 0.1268  -0.03

E_HOMO: -8.91 eV
LUMO: 1.0 eV

---

Entry 16:
# C5H7NO

The molecule C5H7NO (ωB97M-V/def2-TZVPD, the Open Molecules 2025 dataset).

Last column: Löwdin charge in e.
Positions of all 14 atoms, in Å:
C: -1.5752 -0.1128 0.3855  -0.06
C: -0.8872 0.7542 -0.3841  -0.17
C: 0.4846 1.2683 -0.0517  -0.19
O: 1.1237 0.5556 1.0119  -0.09
C: 1.5829 -0.6796 0.6471  -0.22
N: 0.9213 -1.4885 -0.0655  -0.01
C: -0.2937 -1.6618 -0.4922  0.02
H: -1.2497 -0.3711 1.3875  0.09
H: -2.5800 -0.4189 0.1149  0.08
H: -1.3055 1.0979 -1.3288  0.11
H: 0.4518 2.3096 0.2861  0.13
H: 1.1264 1.2319 -0.9475  0.13
H: 2.5736 -0.9143 1.0223  0.13
H: -0.3730 -1.5704 -1.5855  0.05

E_HOMO: -7.69 eV
LUMO: 0.9 eV

---

Entry 17:
# C5H7NO

The molecule C5H7NO in a non-equilibrium geometry (ωB97M-V/def2-TZVPD, the Open Molecules 2025 dataset).

Last column: Löwdin charge in e.
Positions of all 14 atoms, in Å:
C: -0.3203 -2.2004 -1.7712  0.11
C: -0.4775 -1.0274 -1.5346  -0.15
C: -0.7729 0.3549 -1.1622  -0.18
C: -0.4578 0.7870 0.2746  -0.23
N: 0.4600 -0.0569 0.9649  0.02
C: 0.6886 0.2596 2.2615  -0.36
O: 0.3256 1.3075 2.7589  0.02
H: -0.2468 -3.2467 -1.9809  0.03
H: -1.8023 0.4287 -0.7889  0.11
H: -0.5416 1.0767 -1.9593  0.12
H: -0.1769 1.8366 0.3156  0.13
H: -1.4551 0.7446 0.8185  0.14
H: 0.5973 -0.9934 0.6061  0.12
H: 1.2368 -0.5175 2.8161  0.13

E_HOMO: -9.71 eV
LUMO: 0.8 eV

---

Entry 18:
# C5H7NO

The molecule C5H7NO (ωB97M-V/def2-TZVPD, the Open Molecules 2025 dataset).

Last column: Löwdin charge in e.
Positions of all 14 atoms, in Å:
C: -1.2077 1.6272 1.2116  -0.02
C: -1.0306 0.4776 0.2321  -0.47
C: 0.3279 0.2206 -0.2170  -0.01
C: 0.7730 -0.9901 -0.7441  -0.47
N: 2.1022 -1.2949 -0.8054  0.11
C: -0.1784 -1.6686 -1.5194  0.26
O: -2.0131 -0.1823 -0.0972  0.02
H: -1.9690 2.3119 0.8261  0.09
H: -0.2863 2.1826 1.4040  0.07
H: -1.5827 1.2226 2.1569  0.09
H: 1.0618 1.0177 -0.1055  0.11
H: 2.7261 -0.8844 -0.1303  0.10
H: 2.3849 -2.1611 -1.2349  0.10
H: -1.1080 -1.8789 -0.9768  0.03

E_HOMO (spin up / spin down): -8.59 / -8.57 eV
LUMO (spin up / spin down): -1.1 / -0.9 eV

---

Entry 19:
# C5H7NO2

A structure of composition C5H7NO2 in a non-equilibrium geometry (ωB97M-V/def2-TZVPD, the Open Molecules 2025 dataset).

Last column: Löwdin charge in e.
Positions of all 15 atoms, in Å:
C: 0.1936 -0.4344 0.5920  -0.56
C: 1.6279 0.0151 0.1033  -0.05
C: 0.8795 1.1855 -0.3108  -0.41
C: 0.0480 1.0856 0.9312  -0.04
C: -0.6945 -0.3983 -0.6304  -0.38
H: -1.2391 -1.4273 0.9980  0.18
H: 2.4468 -0.2928 -0.6947  0.15
H: 2.4094 0.0748 0.9085  0.13
H: 1.3098 2.1040 -0.6890  0.16
H: -1.0126 1.5205 0.6955  0.15
H: 0.4113 1.4995 2.0491  0.18
H: -0.3472 1.2433 -2.1627  0.20
N: -0.0970 0.7735 -1.2085  0.06
O: -0.2443 -1.3585 1.2614  0.11
O: -1.7090 -0.9987 -0.8561  0.12

E_HOMO: -9.45 eV
LUMO: 0.9 eV

---

Entry 20:
# C5H7NO2

The molecule C5H7NO2 in a non-equilibrium geometry (ωB97M-V/def2-TZVPD, the Open Molecules 2025 dataset).

Last column: Löwdin charge in e.
Positions of all 15 atoms, in Å:
C: 1.7065 0.8280 -1.3917  -0.01
C: 0.6599 0.3161 -0.4700  -0.27
O: -0.6232 0.1525 -0.9338  0.09
C: -1.3672 -0.3057 0.0880  -0.39
N: -2.7233 -0.4691 -0.1276  0.13
C: -0.6099 -0.4594 1.2122  0.03
C: 0.7042 -0.0526 0.8406  -0.29
O: 1.8151 -0.0316 1.6327  0.06
H: 1.4382 1.8133 -1.7720  0.08
H: 2.6413 0.8967 -0.8440  0.08
H: 1.8366 0.1597 -2.2428  0.08
H: -2.9591 -0.5289 -1.1077  0.10
H: -3.1440 -1.1991 0.4268  0.10
H: -0.9354 -0.8047 2.1723  0.11
H: 1.5605 -0.3152 2.5170  0.10

E_HOMO: -7.20 eV
LUMO: 0.8 eV

---

Record order is preserved below.
Energy relative to the best compared isomer or geometry (same formula, charge and spin): 175.9, 41.2, 133.0, 98.1, 96.2, 76.4, 89.6, 39.6, 59.2, 50.5, 125.9, 133.1, 122.9, 127.5, 95.2, 101.1, 63.3, 97.2, 91.6, 16.4 kcal/mol
Record order is preserved below.
DFT total energy: -8828.57593, -8834.41634, -8830.43529, -8831.95076, -8832.03088, -8832.88812, -8832.31889, -8834.48650, -8833.63514, -8834.01427, -8830.74427, -8830.42905, -8830.87529, -8830.67196, -8832.07284, -8831.81859, -8833.45938, -8831.98654, -10879.64567, -10882.90726 eV